[1]
Formula: C20H15F12GaN3O4S3
Source: OMol25
Level of theory: wB97M-V/def2-TZVPD

The calculation puts the highest occupied orbital energy at -5.076 eV. Its total charge is -1. For the energy above the lowest of the compared OMol25 structures with the same formula, charge and spin, the calculation gives 67.4 kJ/mol. Its multiplicity is 1.

Cartesian coordinates (Å):
1 Ga -0.228 0.318 -0.375
2 C 2.345 -1.226 -4.891
3 S 3.385 -0.780 -3.490
4 C 2.251 -0.084 -2.356
5 S 0.594 0.109 -2.723
6 N 2.867 0.293 -1.244
7 N 2.019 0.928 -0.436
8 C 2.408 1.553 0.602
9 C 1.374 2.438 1.149
10 C 1.640 3.459 2.049
11 C 0.655 4.400 2.302
12 C -0.572 4.289 1.670
13 C -0.788 3.201 0.840
14 N 0.161 2.304 0.589
15 H 3.015 -1.637 -5.646
16 H 1.835 -0.345 -5.274
17 H 1.609 -1.970 -4.588
18 H 3.438 1.556 0.951
19 H 2.616 3.522 2.514
20 H 0.850 5.225 2.977
21 H -1.361 5.012 1.830
22 H -1.740 3.021 0.360
23 F -1.361 -1.972 2.911
24 C -2.486 -1.270 2.676
25 F -3.273 -1.421 3.766
26 F -3.109 -1.832 1.643
27 C -2.151 0.233 2.368
28 O -1.720 0.409 1.117
29 C -3.466 1.067 2.621
30 F -4.554 0.434 2.177
31 F -3.669 1.317 3.940
32 F -3.396 2.254 2.004
33 C -1.086 0.709 3.436
34 F -1.109 2.050 3.583
35 F 0.155 0.393 3.041
36 F -1.256 0.176 4.661
37 F -2.322 -0.029 -3.970
38 C -3.334 0.344 -3.178
39 F -4.349 -0.503 -3.379
40 F -3.729 1.567 -3.563
41 S -2.839 0.325 -1.402
42 O -4.084 0.539 -0.734
43 O -1.822 1.417 -1.355
44 O -2.179 -0.963 -1.309
45 C 0.384 -1.484 0.410
46 C 1.433 -2.330 -0.216
47 C 1.136 -3.113 -1.340
48 C 2.095 -3.927 -1.926
49 C 3.385 -3.973 -1.410
50 C 3.700 -3.197 -0.302
51 C 2.734 -2.392 0.289
52 H 0.654 -1.252 1.437
53 H -0.572 -1.998 0.378
54 H 0.135 -3.054 -1.755
55 H 1.840 -4.522 -2.796
56 H 4.144 -4.589 -1.880
57 H 4.708 -3.209 0.100
58 H 2.990 -1.786 1.153

Forces on the atoms, in the same order (eV/Å):
Ga 0.4716 0.0366 0.2422
C -0.0795 0.0497 0.2060
S 0.0656 -0.0245 -0.0410
C -0.0638 0.1194 0.2217
S 0.0652 -0.0795 -0.0263
N 0.1489 -0.1548 -0.2550
N -0.1130 -0.0549 -0.0121
C 0.0366 0.1097 0.0648
C -0.0512 0.0555 -0.1020
C 0.0578 0.0517 0.0850
C 0.0142 0.0375 0.0055
C 0.0600 0.0500 -0.0189
C -0.0040 -0.1211 -0.0801
N -0.1380 -0.1720 0.0246
H -0.0116 0.0152 0.0414
H 0.0015 -0.0547 -0.0759
H 0.0169 -0.0037 -0.0553
H -0.0145 0.1031 -0.0144
H -0.0201 0.0170 -0.0343
H -0.0001 -0.0493 0.0050
H 0.0181 -0.0460 0.0059
H 0.0532 -0.0266 0.0268
F -0.1357 0.0321 -0.0258
C 0.0177 0.0394 -0.0365
F 0.0709 -0.0256 -0.1402
F 0.0961 0.0164 0.1466
C 0.1894 0.0312 -0.1569
O -0.1084 0.0533 0.4883
C 0.0644 -0.0218 0.0938
F 0.1162 0.1040 -0.0272
F -0.0245 -0.0126 -0.1872
F -0.0805 -0.1428 0.1195
C -0.0809 -0.0282 -0.0375
F 0.0179 -0.1643 -0.0038
F -0.0453 -0.0117 0.0355
F -0.0096 0.1116 -0.1266
F -0.1076 0.0727 0.0249
C 0.1620 0.1598 -0.0374
F 0.0042 0.0095 -0.0248
F -0.0367 -0.0388 -0.0064
S -0.4784 -0.1440 -0.9777
O 0.2306 0.1884 0.1407
O -0.0567 -0.5483 0.4131
O -0.0292 0.0445 0.2731
C 0.0648 0.4092 -0.2648
C -0.0335 0.0209 -0.1994
C 0.0465 0.0714 0.0266
C -0.0057 0.0249 0.0232
C 0.0166 0.0399 -0.0181
C -0.0432 0.0435 0.0385
C -0.0161 -0.0512 -0.0590
H -0.1108 -0.0312 0.0816
H -0.1093 -0.0531 0.1721
H 0.0237 -0.0503 0.0020
H -0.0113 0.0270 0.0380
H -0.0491 0.0052 0.0370
H -0.0615 -0.0101 -0.0110
H -0.0011 -0.0294 -0.0280



[2]
Formula: C3HO2Pt
Source: OMol25
Level of theory: wB97M-V/def2-TZVPD

The calculation puts the highest occupied orbital energy (spin up / spin down) at -7.516 / -9.276 eV. For the energy above the lowest of the compared OMol25 structures with the same formula, charge and spin, the calculation gives 0.0 kJ/mol. Its multiplicity is 4. As for the expectation value of S²: 3.77.

Cartesian coordinates (Å):
1 C -1.598 1.123 -0.340
2 H -2.236 1.986 -0.401
3 C -0.840 0.195 -0.163
4 O -0.191 -1.667 -0.227
5 C 0.357 -0.722 0.424
6 Pt 3.004 -0.638 0.597
7 O 1.504 -0.277 0.110

Forces on the atoms, in the same order (eV/Å):
C -0.1132 -0.0568 0.0890
H 0.1340 -0.4622 -0.1901
C 1.7853 0.5275 1.8456
O -0.6910 -3.7348 -1.2898
C -5.4647 2.1557 0.5804
Pt 12.2925 -3.0490 4.2451
O -7.9429 4.6196 -5.2802



[3]
Formula: C15H18N3O4Pt
Source: OMol25
Level of theory: wB97M-V/def2-TZVPD

The calculation puts the highest occupied orbital energy (spin up / spin down) at -19.040 / -18.980 eV. Its total charge is +3. Its multiplicity is 5. As for the expectation value of S²: 6.06.

Cartesian coordinates (Å):
1 Pt 0.069 -0.003 0.400
2 N 0.057 0.477 2.569
3 C -0.365 1.846 2.985
4 C 0.443 2.960 2.330
5 C 0.056 3.043 0.843
6 O -0.236 4.228 0.570
7 O 0.054 2.066 0.077
8 H -0.564 -0.189 3.027
9 H 0.985 0.280 2.943
10 H -0.238 1.939 4.066
11 H -1.430 1.953 2.780
12 H 1.522 2.779 2.293
13 H 0.272 3.904 2.844
14 O 2.865 -6.381 -0.046
15 C 3.762 -5.312 -0.199
16 C 2.947 -4.050 -0.078
17 C 3.501 -2.786 -0.115
18 C 2.681 -1.634 0.024
19 N 1.377 -1.700 0.168
20 C 0.784 -2.944 0.155
21 C 1.560 -4.119 0.056
22 C -0.641 -2.952 0.176
23 C -1.419 -4.135 0.106
24 C -2.805 -4.076 0.031
25 C -3.709 -5.292 -0.032
26 O -4.787 -5.047 -0.893
27 C -3.365 -2.806 0.001
28 C -2.548 -1.648 0.103
29 N -1.239 -1.711 0.204
30 H 3.344 -7.220 -0.071
31 H 4.246 -5.310 -1.182
32 H 4.542 -5.297 0.569
33 H 4.568 -2.640 -0.244
34 H 3.134 -0.650 0.011
35 H 1.107 -5.099 0.067
36 H -0.929 -5.099 0.096
37 H -4.133 -5.414 0.970
38 H -3.146 -6.200 -0.259
39 H -4.517 -5.167 -1.813
40 H -4.438 -2.691 -0.109
41 H -3.004 -0.665 0.098

Forces on the atoms, in the same order (eV/Å):
Pt -0.0032 0.0359 -0.0649
N -0.0093 -0.0666 0.1750
C 0.1065 0.0082 0.2215
C -0.0738 -0.3026 -0.3207
C 0.1881 -0.0479 0.6263
O -0.0961 0.1622 -0.4204
O -0.1620 0.2755 -0.3950
H 0.0241 -0.0018 0.0132
H -0.0023 0.0474 -0.0006
H -0.0099 -0.0233 -0.0041
H 0.0120 0.0315 -0.0459
H 0.0061 -0.0126 0.2146
H 0.0028 0.0411 -0.0264
O 0.1685 -0.0067 -0.0026
C -0.2635 0.1051 0.0167
C -0.0967 -0.1337 -0.0135
C 0.0731 0.1973 -0.0218
C 0.1185 -0.0871 -0.0035
N -0.0918 -0.2760 0.0671
C 0.1736 0.0428 -0.0584
C -0.0024 0.0475 0.0047
C -0.2064 0.0905 -0.0499
C 0.0266 0.0086 0.0528
C 0.1876 0.0022 0.0235
C -0.1799 0.1668 0.0678
O 0.2344 0.1044 -0.0252
C -0.0834 0.1576 -0.0694
C -0.0871 -0.0751 0.0091
N 0.1026 -0.2884 0.0405
H -0.0641 0.0231 -0.0067
H 0.0586 -0.0008 0.0091
H 0.0251 -0.0174 -0.0044
H -0.0026 0.0084 0.0138
H -0.0058 0.0020 0.0077
H -0.0117 -0.0030 0.0086
H 0.0237 0.0068 0.0117
H 0.0239 -0.1123 -0.0120
H 0.0356 0.0306 -0.1032
H -0.1431 -0.1493 0.0450
H 0.0041 0.0085 0.0094
H -0.0001 0.0008 0.0102



[4]
Formula: C14H32BaN2O10
Source: OMol25
Level of theory: wB97M-V/def2-TZVPD

The calculation puts the highest occupied orbital energy at -5.427 eV. For the energy above the lowest of the compared OMol25 structures with the same formula, charge and spin, the calculation gives 2334.0 kJ/mol. Its multiplicity is 1.

Cartesian coordinates (Å):
1 Ba 0.355 -0.003 0.578
2 O 0.205 3.388 1.309
3 C 0.739 2.221 1.048
4 O 0.741 1.855 -0.155
5 O 0.997 1.411 1.974
6 H 0.303 3.323 2.262
7 O 0.199 -3.445 -0.277
8 C 0.252 -2.185 0.004
9 O -0.831 -1.650 0.299
10 O 1.310 -1.555 0.068
11 H -0.739 -3.348 -0.098
12 C 3.754 1.179 0.891
13 O 2.602 0.541 0.364
14 C 2.406 0.813 -0.986
15 C 1.335 -0.119 -1.647
16 N -0.060 0.176 -1.348
17 C -0.985 -0.746 -1.966
18 C -1.068 -0.512 -3.503
19 O -1.936 -1.540 -3.970
20 C -2.397 -1.543 -5.301
21 H 3.769 1.076 1.976
22 H 3.675 2.257 0.745
23 H 4.659 0.740 0.472
24 H 3.303 0.874 -1.601
25 H 1.966 1.809 -1.031
26 H 1.582 -1.162 -1.451
27 H 1.438 0.163 -2.695
28 H -0.187 1.067 -1.807
29 H -1.909 -0.625 -1.399
30 H -0.621 -1.755 -1.771
31 H -0.082 -0.575 -3.963
32 H -1.443 0.477 -3.765
33 H -3.147 -2.321 -5.441
34 H -1.544 -1.739 -5.950
35 H -2.842 -0.590 -5.587
36 C -2.057 2.132 -1.108
37 O -1.801 0.986 -0.247
38 C -2.841 0.745 0.731
39 C -2.424 -0.387 1.701
40 N -1.141 -0.128 2.269
41 C -0.713 -1.181 3.169
42 C 0.742 -0.957 3.676
43 O 1.637 -0.734 2.580
44 C 2.993 -0.541 2.941
45 H -1.660 3.003 -0.586
46 H -3.099 2.220 -1.414
47 H -1.563 1.964 -2.066
48 H -3.808 0.631 0.241
49 H -3.042 1.687 1.242
50 H -2.356 -1.339 1.175
51 H -3.173 -0.425 2.492
52 H -1.247 0.780 2.698
53 H -0.757 -2.103 2.590
54 H -1.407 -1.256 4.005
55 H 1.067 -1.653 4.449
56 H 0.714 0.029 4.140
57 H 3.101 0.486 3.290
58 H 3.633 -0.690 2.072
59 H 3.404 -1.227 3.683

Forces on the atoms, in the same order (eV/Å):
Ba -2.8218 4.1712 13.2730
O -0.4013 1.5765 0.8588
C 0.8794 0.6829 -1.0173
O -1.4784 10.5835 0.7978
O 1.7779 7.5327 4.1502
H -0.3673 0.9910 0.8986
O 0.4255 -1.5742 -0.6626
C 2.3858 -1.7080 1.0688
O -5.3833 -7.8162 -0.9053
O 6.5745 -13.7803 -1.5182
H -1.9965 -2.3259 -0.2923
C -0.2692 0.8015 0.0065
O 4.7501 0.1065 0.1159
C 0.4510 0.0479 -2.2652
C 2.5829 1.1889 -3.7355
N -1.1465 1.2333 -12.8192
C 0.4809 -0.0863 -1.9510
C -0.8785 -1.0238 0.4328
O -0.4517 -0.2150 0.4801
C 0.7833 0.4024 0.0299
H 0.1499 0.3137 -1.0178
H 0.3213 0.2190 -0.5708
H 0.2012 0.2479 -0.1612
H 0.5109 -1.0719 0.1481
H 1.6873 -0.1358 -1.1886
H 0.2105 0.9254 -1.7520
H 0.4933 -0.3188 -0.3036
H -0.2280 0.0795 -0.1669
H -0.1941 -0.3187 -0.9549
H -0.3885 0.1633 -1.0940
H 0.1965 -0.2856 -0.0464
H -0.3593 0.2589 0.1149
H 0.1387 -0.0445 0.2887
H -0.0288 -0.0495 -0.4253
H -0.0765 0.2361 0.0091
C -0.0788 -0.8509 0.6913
O -3.5934 1.6947 0.3403
C 0.4213 0.7809 -0.2533
C -1.5869 0.2602 -0.6748
N -3.4476 0.1454 3.9060
C 0.9229 -0.0755 0.1036
C -0.5657 2.0075 -0.4773
O 1.3927 -3.1851 2.2325
C -0.2994 -0.5526 0.4326
H -0.2133 0.2241 -0.3428
H -0.3139 0.0722 0.5496
H 0.2487 0.1978 0.2420
H -0.0714 -0.9419 -0.2389
H 0.4429 0.2735 0.6864
H -0.8064 0.3208 0.3827
H -0.5968 -0.1497 0.0250
H 0.6444 0.0957 0.6383
H -0.0921 -0.1275 0.1215
H 0.1330 -0.2961 0.4437
H 0.1015 -0.4848 -0.3887
H -0.1196 0.2009 0.7080
H 0.0250 -0.1299 0.4951
H -0.5699 -0.2350 0.0978
H -0.5084 -0.2523 0.4542



| no. | molecular weight (Da) |
| --- | --- |
| 1 | 755.26 |
| 2 | 264.12 |
| 3 | 499.40 |
| 4 | 525.74 |